Density functional theory data (wB97M-V/def2-TZVPD) for an isolated ion of composition C2H2BrO3S and charge -1 at a distorted geometry.

total charge: -1
relative energy (zero: lowest compared OMol25 entry of this formula, charge and spin): 0.000 eV
lowest unoccupied orbital energy: 0.1206 Ha
total energy: -89128.2540 eV

Cartesian coordinates (Å):
C 2.1222 0.6804 2.6971
C -0.3981 -0.1454 0.2188
O 3.2725 0.9871 2.6974
O 1.9108 -0.3965 1.4347
O 1.0969 0.8245 3.2867
S 0.5569 -1.1928 1.3037
Br -1.9617 0.8672 0.9855
H 0.2747 0.6539 -0.0996
H -0.8248 -0.6551 -0.6370

Forces on the atoms, in the same order (eV/Å):
C -0.274 -0.921 -0.309
C 0.333 0.308 0.144
O 1.221 0.458 -0.185
O 0.853 0.431 0.022
O -1.106 0.364 0.587
S -0.912 -0.155 -0.323
Br 0.042 -0.137 -0.002
H -0.071 -0.237 -0.011
H -0.085 -0.110 0.076

=====

Density functional theory data (wB97M-V/def2-TZVPD) for a 4-piece molecular cluster, H8O4 overall at a distorted geometry.

total charge: 0
relative energy (zero: lowest compared OMol25 entry of this formula, charge and spin): 1.017 eV
lowest unoccupied orbital energy: 0.0211 Ha
total energy: -8319.6588 eV

Cartesian coordinates (Å):
O 0.7481 1.7092 0.0472
H 0.2387 1.2609 -0.6329
H 1.3217 2.2822 -0.4628
H 1.4277 0.2835 2.6197
O 1.8948 -0.5544 2.6082
H 1.6512 -1.0379 3.3951
O -0.4612 0.1665 -2.5659
H -1.0501 -0.0747 -1.8440
H -1.0483 0.3912 -3.2883
O -1.4217 -1.2548 -0.1177
H -2.3725 -1.2552 -0.1184
H -0.9284 -1.9166 0.3598

Forces on the atoms, in the same order (eV/Å):
O -0.078 0.064 0.160
H -0.079 -0.227 -0.131
H 0.206 0.148 -0.014
H -0.144 0.072 -0.003
O 0.285 -0.146 -0.376
H -0.165 0.052 0.296
O 0.068 0.205 0.088
H 0.049 -0.427 0.248
H -0.043 0.117 -0.224
O 0.808 1.450 -1.065
H -0.230 -0.893 0.704
H -0.678 -0.415 0.319

=====

Density functional theory data (wB97M-V/def2-TZVPD) for the molecule C4H7Br2NO at a distorted geometry.

total charge: 0
relative energy (zero: lowest compared OMol25 entry of this formula, charge and spin): 3.263 eV
lowest unoccupied orbital energy (spin up / spin down): -0.0551 / -0.0550 Ha
total energy: -147880.6700 eV

Cartesian coordinates (Å):
C -0.1606 0.3301 0.9026
C 1.2597 -0.3085 0.9841
C 1.7646 0.0837 -1.2010
C -1.8639 0.0801 -0.7196
N -0.5976 0.3381 -0.4450
O 2.0020 0.3835 0.0236
Br -2.5706 -1.8136 0.0378
Br -3.1729 1.3966 0.0824
H -0.8262 -0.2615 1.5484
H -0.0789 1.3545 1.2867
H 1.7075 -0.1489 1.9634
H 1.1910 -1.3751 0.7513
H 1.4184 -0.8965 -1.5029
H 2.0387 0.8174 -1.9402
H -2.1111 0.0200 -1.7715

Forces on the atoms, in the same order (eV/Å):
C 0.238 0.204 0.106
C -1.524 -0.596 1.054
C -1.525 0.223 0.995
C 0.431 0.049 -0.070
N 0.858 -0.255 -0.312
O 0.895 0.268 -1.746
Br 0.104 0.180 -0.181
Br 0.051 -0.141 -0.057
H 0.151 0.065 -0.052
H -0.046 -0.105 0.219
H 0.122 0.028 -0.204
H 0.133 0.107 -0.081
H 0.078 -0.135 0.239
H 0.150 0.197 -0.016
H -0.116 -0.089 0.106

=====

Density functional theory data (wB97M-V/def2-TZVPD) for the molecule C4H10N2S at a distorted geometry.

total charge: 0
relative energy (zero: lowest compared OMol25 entry of this formula, charge and spin): 1.160 eV
lowest unoccupied orbital energy: 0.0317 Ha
total energy: -18124.4243 eV

Cartesian coordinates (Å):
C -1.1431 -0.0345 -1.0131
C -0.6049 1.0835 -0.1549
C 0.9289 1.2095 -0.1204
C 1.6490 0.0396 0.5748
H -2.0209 -2.3519 0.8168
H -1.1072 -1.0461 1.3097
H -1.0703 0.0986 -2.0918
H -1.0089 1.0337 0.8399
H -1.0325 2.0155 -0.6095
H 1.3286 1.3068 -1.1641
H 1.1529 2.1259 0.4282
H 1.1038 -0.2473 1.4834
H 2.6558 0.3784 0.8803
H 0.7410 -1.7183 -0.7971
N -1.8674 -1.3524 0.7056
N -1.7074 -1.1151 -0.6441
S 2.0026 -1.4259 -0.4437

Forces on the atoms, in the same order (eV/Å):
C 0.010 -0.124 0.057
C -0.174 0.561 -1.108
C 0.046 -0.317 -0.716
C 0.179 0.401 0.073
H 0.032 0.395 0.093
H -0.065 0.016 -0.210
H -0.018 -0.045 0.082
H -0.143 -0.074 0.571
H 0.431 -0.578 0.410
H -0.299 0.033 0.871
H 0.149 0.041 -0.075
H 0.196 0.013 -0.116
H -0.459 -0.207 -0.031
H 0.068 0.018 0.038
N -0.082 -0.558 0.167
N 0.230 0.368 -0.111
S -0.099 0.057 0.005

=====

Density functional theory data (wB97M-V/def2-TZVPD) for the molecule C5H12N.

total charge: 0
2S+1: 2
expectation value of S²: 0.75
relative energy (zero: lowest compared OMol25 entry of this formula, charge and spin): 1.161 eV
lowest unoccupied orbital energy (spin up / spin down): 0.0357 / 0.0280 Ha
total energy: -6866.6056 eV

Cartesian coordinates (Å):
C -0.4654 1.5921 -1.2552
C -0.6368 0.4451 -0.3002
N 0.0014 -0.8168 -0.8413
C 0.8813 -1.3791 0.2073
C 0.2888 -0.8234 1.4972
C -0.0170 0.6186 1.1036
H -0.6939 1.2980 -2.2728
H 0.5223 2.0494 -1.2131
H -1.1700 2.3903 -0.9976
H -1.6831 0.1672 -0.1511
H 0.5486 -0.5948 -1.6944
H -0.7583 -1.5230 -1.1603
H 0.8988 -2.4605 0.1806
H 1.8730 -0.9670 0.0534
H -0.6525 -1.3551 1.6913
H 0.9851 -0.9376 2.3198
H 0.8613 1.2611 1.0627
H -0.7835 1.0356 1.7703

Forces on the atoms, in the same order (eV/Å):
C -0.447 0.644 0.086
C 0.471 -0.296 0.563
N 0.439 0.495 -0.543
C 0.020 0.224 0.665
C 0.094 -0.032 -0.533
C -0.949 -0.221 -0.166
H 0.012 -0.042 -0.203
H 0.165 -0.252 -0.053
H -0.043 -0.076 0.054
H -0.116 0.119 -0.262
H -0.138 -0.150 0.136
H -0.207 -0.294 0.083
H -0.082 -0.301 -0.332
H 0.177 -0.145 -0.043
H 0.264 0.112 0.207
H -0.035 0.011 0.256
H 0.053 -0.034 0.140
H 0.324 0.239 -0.057

=====

Density functional theory data (wB97M-V/def2-TZVPD) for a 2-piece molecular cluster, C3H3F3 overall at a distorted geometry.

total charge: 0
relative energy (zero: lowest compared OMol25 entry of this formula, charge and spin): 2.198 eV
lowest unoccupied orbital energy: 0.0375 Ha
total energy: -11309.3606 eV

Cartesian coordinates (Å):
C -1.8768 0.4598 -1.2321
C -1.8723 1.1717 -0.2313
C 1.4944 -0.6253 0.5889
F 1.5339 0.0172 -0.5721
F 2.1312 0.0600 1.4872
F 2.0404 -1.8360 0.3606
H 0.3177 -0.7903 0.8072
H -1.9286 -0.2382 -1.8741
H -1.8399 1.7811 0.6657

Forces on the atoms, in the same order (eV/Å):
C 0.222 6.155 7.405
C 0.098 -1.439 -2.010
C -4.329 -1.540 -1.151
F 0.399 0.668 -0.548
F 0.713 0.192 0.884
F 0.398 0.245 0.669
H 2.815 0.445 0.120
H -0.270 -4.423 -4.631
H -0.045 -0.303 -0.737

=====

Density functional theory data (wB97M-V/def2-TZVPD) for C42H37BiClI2N10O3 as an isolated structure at a distorted geometry.

total charge: +1
relative energy (zero: lowest compared OMol25 entry of this formula, charge and spin): 1.683 eV
lowest unoccupied orbital energy: -0.0928 Ha
total energy: -99759.2307 eV

Cartesian coordinates (Å):
Bi 0.7841 -0.5163 -0.7122
C -1.2701 2.2110 -1.9573
N -0.2196 1.3562 -2.4717
C -0.5796 0.4889 -3.5706
C -1.2995 -0.7484 -3.1369
N -1.0787 -1.4612 -2.0558
C -2.0218 -2.4740 -2.0474
C -2.3582 -3.4651 -1.1271
C -3.3740 -4.3415 -1.4526
C -4.0697 -4.2628 -2.6607
C -3.7909 -3.2664 -3.5712
C -2.7813 -2.3774 -3.2361
N -2.2985 -1.2690 -3.8886
C -2.0792 1.5823 -0.8659
N -1.8489 0.4491 -0.2721
C -2.8340 0.3041 0.6754
C -3.0726 -0.7199 1.5823
C -4.1590 -0.5880 2.4197
C -5.0031 0.5226 2.3610
C -4.7918 1.5461 1.4603
C -3.6937 1.4233 0.6259
N -3.1855 2.2171 -0.3766
H -1.9585 2.5271 -2.7606
H -0.8122 3.1144 -1.5457
H 0.6089 1.8936 -2.6863
H 0.3509 0.1993 -4.0684
H -1.2125 1.0040 -4.3134
H -1.8684 -3.5433 -0.1729
H -3.6440 -5.1142 -0.7490
H -4.8471 -4.9779 -2.8784
H -4.3323 -3.1802 -4.5001
H -2.6341 -0.9189 -4.7721
H -2.4211 -1.5780 1.6273
H -4.3695 -1.3632 3.1399
H -5.8409 0.5859 3.0369
H -5.4488 2.4004 1.4123
H -3.5425 3.1136 -0.6607
I -0.3028 0.3211 4.6514
C -0.1788 -1.5250 3.6572
C -0.5111 -2.7154 4.2706
C -0.4004 -3.9071 3.5807
I -0.8286 -5.7108 4.6071
C 0.0071 -3.9250 2.2386
C 0.1600 -5.0912 1.4613
C 0.5484 -4.9984 0.1522
C 0.7312 -3.7350 -0.4178
N 0.6068 -2.6278 0.2818
C 0.2905 -2.6779 1.5920
C 0.2704 -1.4424 2.3275
O 0.6513 -0.3596 1.8026
H -0.8517 -2.7103 5.2939
H -0.0418 -6.0557 1.9028
H 0.6925 -5.8813 -0.4492
H 0.9759 -3.6423 -1.4606
O 0.6213 4.1289 6.6776
C -0.1624 4.6681 5.6654
N 0.4400 4.5021 4.3565
C -0.1584 3.8182 3.3534
O -1.2443 3.2859 3.4492
C 0.6081 3.8250 2.0708
C 1.2905 4.9543 1.6297
C 1.8979 4.9254 0.3862
C 1.7792 3.7711 -0.3700
N 1.1395 2.6861 0.0428
C 0.5731 2.7085 1.2361
H 0.5974 3.1654 6.6351
H -0.2446 5.7388 5.8858
H -1.1598 4.2147 5.6115
H 1.3865 4.8320 4.2480
H 1.3224 5.8513 2.2309
H 2.4340 5.7786 0.0033
H 2.2171 3.7159 -1.3595
H 0.0759 1.8049 1.5495
N 4.4561 -0.4662 1.9804
C 4.5933 0.7636 1.4047
C 3.6777 0.8079 0.3958
N 2.9993 -0.3691 0.3586
C 3.4819 -1.1148 1.3212
H 4.9853 -0.8025 2.7693
H 5.3054 1.4805 1.7536
H 3.4517 1.5818 -0.3044
H 3.1536 -2.1103 1.5453
Cl 4.8197 2.0982 -6.2743
C 4.0487 1.0427 -5.1409
C 4.5464 0.8998 -3.8525
C 3.9188 0.0549 -2.9583
C 2.7845 -0.6751 -3.3175
C 2.0997 -1.5668 -2.3640
C 2.3416 -0.5565 -4.6393
C 2.9497 0.2992 -5.5413
H 5.4333 1.4375 -3.5586
H 4.3417 -0.0828 -1.9743
H 2.8186 -2.1347 -1.7869
H 1.4313 -2.2327 -2.8988
H 1.5425 -1.1998 -4.9887
H 2.5845 0.3810 -6.5540

Forces on the atoms, in the same order (eV/Å):
Bi 0.140 0.589 0.407
C -0.182 0.285 -0.018
N 0.046 -0.164 0.038
C 0.011 0.109 -0.392
C -0.125 -0.283 -0.079
N 0.235 0.271 -0.361
C -0.694 -0.175 -0.801
C 0.051 0.040 0.056
C 0.084 -0.039 0.134
C 0.006 0.122 -0.122
C 0.001 0.004 -0.006
C 0.163 -0.306 0.514
N -0.031 0.146 -0.125
C -0.232 0.136 0.031
N 0.496 0.236 -0.176
C -0.714 0.563 0.214
C 0.009 0.072 -0.041
C 0.043 -0.191 0.085
C -0.055 0.140 -0.040
C -0.027 0.094 -0.001
C 0.173 -0.645 0.251
N 0.102 0.092 -0.139
H 0.128 0.002 0.076
H -0.020 -0.054 -0.096
H -0.023 0.006 -0.084
H -0.254 0.084 0.008
H 0.104 -0.086 0.033
H 0.119 -0.002 0.172
H -0.004 -0.051 0.090
H -0.070 -0.070 0.004
H -0.088 0.012 -0.093
H 0.080 0.084 0.108
H 0.073 -0.147 0.040
H -0.006 -0.088 0.086
H -0.095 -0.018 0.078
H -0.077 0.090 0.031
H 0.049 -0.034 -0.016
I -0.092 -0.483 -0.077
C 0.185 0.703 -0.145
C -0.054 -0.546 -0.083
C -0.200 -0.391 0.603
I 0.059 0.426 -0.194
C -0.041 0.350 -0.219
C 0.061 0.027 -0.294
C -0.074 -0.029 0.172
C 0.093 -0.229 0.068
N 0.320 -0.112 -0.450
C -0.251 -0.581 0.939
C -0.171 -0.082 0.696
O -0.041 0.331 -0.726
H 0.003 -0.032 0.116
H 0.045 -0.053 0.069
H -0.031 -0.055 -0.093
H 0.045 0.068 -0.182
O 0.352 -0.263 0.361
C -0.461 0.282 -0.277
N 0.098 0.141 0.404
C 0.097 0.135 -0.073
O -0.183 -0.121 -0.106
C 0.117 0.112 -0.388
C -0.087 -0.246 0.043
C -0.027 -0.128 -0.115
C 0.217 0.431 -0.082
N 0.074 -0.400 -0.321
C -0.286 0.195 0.477
H -0.032 0.059 -0.009
H -0.039 -0.245 0.010
H 0.190 0.179 -0.019
H -0.077 -0.059 -0.038
H 0.001 0.077 0.052
H 0.039 0.089 -0.055
H 0.113 0.058 -0.097
H -0.161 -0.161 0.197
N -0.006 -0.132 0.094
C -0.055 0.419 -0.279
C 0.461 0.205 0.326
N 0.118 -0.438 -0.038
C -0.002 -0.260 -0.016
H -0.108 -0.081 -0.080
H 0.157 0.156 0.060
H 0.093 0.310 -0.061
H -0.031 -0.170 0.196
Cl 0.072 0.092 0.000
C -0.110 -0.163 0.121
C 0.049 0.172 -0.233
C -0.084 -0.060 0.006
C 0.055 0.086 -0.230
C -0.240 -0.101 -0.006
C 0.182 -0.065 0.024
C 0.065 0.101 0.024
H 0.123 0.098 0.009
H 0.027 0.042 0.083
H 0.111 -0.217 0.167
H -0.042 -0.238 -0.099
H -0.071 -0.004 0.000
H 0.021 -0.021 -0.097

=====

Density functional theory data (wB97M-V/def2-TZVPD) for the molecule C8H17ClO4 at a distorted geometry.

total charge: 0
lowest unoccupied orbital energy: 0.0307 Ha
total energy: -29281.0936 eV

Cartesian coordinates (Å):
Cl 1.8249 2.5066 -2.6785
O 1.7581 -3.5719 1.2417
O -1.8373 2.9518 -1.1050
O 0.6745 -0.7046 -0.7385
O 0.4474 1.3817 0.2149
C 1.3449 -4.4848 2.2291
C -3.1216 3.1081 -1.5399
C 2.1112 1.0753 -1.5516
C 0.7115 -2.7632 0.5168
C -1.6752 2.6179 0.2450
C 1.3467 -1.3695 0.4018
C -0.9238 1.3325 0.5824
C 0.7565 0.6911 -0.9720
H 1.3230 -5.5173 1.8128
H 0.4177 -4.2001 2.8422
H 2.1702 -4.5267 3.0228
H -3.8111 2.2389 -1.5764
H -3.5509 3.9093 -0.8957
H -3.0878 3.3952 -2.6061
H 2.4274 0.2780 -2.1407
H 2.8878 1.2548 -0.7945
H 0.6001 -3.1837 -0.5050
H -0.2246 -2.7483 1.0111
H -1.0837 3.4973 0.6375
H -2.6161 2.5081 0.7293
H 1.2079 -0.8166 1.3476
H 2.3980 -1.4477 0.1566
H -1.5225 0.4433 0.0764
H -0.9104 1.2497 1.6728
H -0.0427 0.8949 -1.6367

Forces on the atoms, in the same order (eV/Å):
Cl 0.579 -0.717 0.858
O -1.647 1.363 -0.616
O 1.583 -1.641 -0.521
O 0.116 -0.977 0.630
O 0.470 0.144 -0.226
C 0.589 -0.407 1.724
C -1.711 0.985 -0.663
C -0.967 1.642 0.723
C 3.020 -0.832 -0.591
C 1.792 1.194 0.469
C -1.088 0.850 -0.810
C -0.977 -0.803 -1.400
C 0.174 -0.756 1.858
H -0.593 0.586 0.262
H 0.941 -0.375 -1.288
H -0.921 0.184 -1.082
H 0.570 -0.104 0.674
H -0.478 -0.326 -0.748
H 0.098 0.376 0.560
H 0.496 -1.217 -1.233
H -0.444 0.471 -0.250
H -0.038 0.150 0.629
H -0.857 -0.098 0.734
H -0.673 -0.945 0.276
H -1.023 0.275 0.578
H 0.094 -0.017 -0.508
H 0.285 -0.206 0.178
H 1.471 1.419 1.113
H -0.345 -0.251 -0.106
H -0.517 0.033 -1.222